1.
Entry from OMol25: a cluster of 9 separate species, C33H66Cl2O16S8 in total (ωB97M-V with the def2-TZVPD basis set).

Results
LUMO energy, hartree: 0.00425
Frontier orbital gap, eV: 10.17
DFT total energy, eV: -179773.317
HOMO energy, eV: -10.06
SMILES: O=S1(=O)CCCC1.O=S1(=O)CCCC1.O=S1(=O)CCCC1.O=S1(=O)CCCC1.O=S1(=O)CCCC1.O=S1(=O)CCCC1.O=S1(=O)CCCC1.O=S1(=O)CCCC1.ClCCl

Element x y z (Å)
O1 7.085 -9.093 14.120
S1 8.253 -9.779 13.687
O2 9.325 -10.083 14.634
C1 7.912 -11.282 12.858
C2 8.237 -11.195 11.420
C3 9.262 -10.022 11.318
C4 8.820 -8.903 12.241
H1 6.856 -11.615 12.985
H2 8.549 -11.892 13.433
H3 8.678 -12.134 11.050
H4 7.292 -11.065 10.815
H5 9.388 -9.723 10.285
H6 10.153 -10.437 11.756
H7 7.858 -8.398 12.013
H8 9.591 -8.247 12.590
O3 9.428 -15.533 8.574
S2 10.591 -16.022 9.321
O4 10.463 -16.458 10.704
C5 11.272 -17.413 8.274
C6 12.048 -16.607 7.204
C7 12.875 -15.561 7.982
C8 12.019 -14.903 9.140
H9 10.546 -18.094 7.885
H10 12.030 -17.946 8.941
H11 12.651 -17.302 6.587
H12 11.354 -16.177 6.452
H13 13.235 -14.758 7.327
H14 13.689 -15.974 8.538
H15 11.548 -14.034 8.838
H16 12.509 -14.836 10.080
O5 17.256 -15.597 11.097
S3 18.028 -15.976 12.262
O6 19.237 -15.270 12.515
C9 16.910 -16.039 13.694
C10 16.238 -17.397 13.447
C11 17.429 -18.404 13.258
C12 18.373 -17.704 12.274
H17 16.289 -15.184 13.513
H18 17.528 -15.908 14.587
H19 15.562 -17.599 14.333
H20 15.657 -17.264 12.551
H21 17.108 -19.378 12.815
H22 17.983 -18.502 14.200
H23 18.279 -17.893 11.233
H24 19.367 -17.933 12.542
O7 13.862 -7.338 16.195
S4 13.028 -8.430 15.756
O8 12.711 -8.610 14.383
C13 13.784 -9.870 16.497
C14 12.622 -10.594 17.245
C15 11.708 -9.499 17.871
C16 11.499 -8.555 16.713
H25 14.458 -9.417 17.197
H26 14.304 -10.499 15.757
H27 12.082 -11.347 16.609
H28 13.018 -11.236 18.032
H29 12.186 -8.918 18.674
H30 10.690 -9.873 18.202
H31 11.251 -7.461 16.970
H32 10.596 -8.898 16.136
O9 8.749 -14.478 13.031
S5 7.505 -15.244 12.942
O10 7.314 -16.366 13.892
C17 6.017 -14.230 12.988
C18 4.931 -14.967 12.209
C19 5.648 -16.121 11.418
C20 7.123 -15.804 11.271
H33 6.381 -13.347 12.563
H34 5.612 -14.045 13.971
H35 4.370 -15.436 13.004
H36 4.329 -14.311 11.632
H37 5.193 -16.268 10.381
H38 5.600 -17.030 12.002
H39 7.318 -14.881 10.608
H40 7.704 -16.636 10.921
O11 10.899 -14.346 18.996
S6 10.810 -14.989 17.673
O12 11.863 -14.883 16.669
C21 10.444 -16.833 17.810
C22 9.136 -17.070 17.142
C23 8.339 -15.775 17.257
C24 9.287 -14.617 16.897
H41 10.314 -17.153 18.842
H42 11.336 -17.271 17.299
H43 9.224 -17.172 16.069
H44 8.647 -18.061 17.414
H45 7.906 -15.653 18.250
H46 7.436 -15.949 16.572
H47 8.796 -13.606 17.099
H48 9.478 -14.626 15.786
O13 11.913 -12.109 10.462
S7 12.685 -10.877 10.106
O14 12.075 -9.983 9.169
C25 13.115 -10.019 11.570
C26 14.664 -10.156 11.702
C27 15.290 -10.280 10.319
C28 14.393 -11.281 9.587
H49 12.527 -10.549 12.321
H50 12.821 -8.976 11.427
H51 14.937 -9.342 12.356
H52 14.918 -11.077 12.255
H53 16.385 -10.503 10.474
H54 15.102 -9.295 9.892
H55 14.603 -12.380 9.818
H56 14.335 -11.276 8.508
O15 14.061 -20.029 12.724
S8 13.369 -18.848 12.212
O16 14.025 -18.127 11.154
C29 11.678 -19.167 11.724
C30 10.835 -18.909 12.966
C31 11.353 -17.627 13.534
C32 12.870 -17.775 13.635
H57 11.542 -20.257 11.487
H58 11.396 -18.483 10.950
H59 9.831 -18.661 12.692
H60 10.881 -19.691 13.712
H61 11.033 -17.505 14.582
H62 10.979 -16.729 12.979
H63 13.189 -18.381 14.503
H64 13.384 -16.845 13.505
Cl1 11.363 -12.690 14.045
C33 12.079 -14.244 13.578
Cl2 13.524 -13.928 12.742
H65 12.291 -14.800 14.499
H66 11.380 -14.723 12.849

Löwdin atomic charge list, values in e, 4 entries: number 1, O, carries -0.3131; number 2, S, carries 0.6642; number 3, O, carries -0.3460; number 4, C, carries -0.2872

***

2.
Entry from OMol25: a cluster of 3 separate species, C33H68F3N5O6P in total (ωB97M-V with the def2-TZVPD basis set).

Results
Total charge: +1
LUMO energy, hartree: -0.15780
Frontier orbital gap, eV: 6.80
DFT total energy, eV: -72496.730
HOMO energy, eV: -11.09

Element x y z (Å)
C1 -4.219 -2.050 3.022
C2 -3.132 -3.116 3.259
C3 -1.836 -2.536 3.800
C4 -1.156 -1.557 2.815
C5 -1.603 -0.089 2.987
C6 -0.465 0.842 2.571
C7 -0.935 2.295 2.328
C8 -1.223 2.563 0.838
C9 -0.103 3.337 0.126
C10 1.300 2.740 0.333
C11 2.178 2.702 -0.921
C12 1.489 2.032 -2.131
C13 0.936 0.676 -1.655
C14 1.135 -0.432 -2.701
C15 0.065 -1.528 -2.640
C16 -0.185 -2.068 -1.208
C17 0.050 -3.522 -1.000
C18 0.950 -3.959 -0.073
C19 1.744 -3.014 0.798
C20 2.748 -2.144 0.038
O1 3.128 -1.053 0.857
C21 4.036 -2.907 -0.286
F1 5.019 -2.018 -0.508
F2 3.895 -3.612 -1.425
F3 4.438 -3.711 0.704
C22 1.174 -5.322 0.138
N1 0.556 -6.235 -0.544
N2 -0.334 -5.791 -1.421
P1 -1.195 -7.105 -2.233
O2 -2.625 -6.956 -2.010
O3 -0.661 -8.475 -1.700
O4 -0.796 -6.952 -3.738
C23 -0.652 -4.530 -1.712
C24 -1.714 -4.164 -2.689
C25 -2.995 -3.586 -1.992
N3 -2.952 -3.792 -0.540
N4 -4.134 -4.315 -2.582
N5 -3.214 -2.173 -2.290
H1 -4.139 -1.315 3.817
H2 -5.212 -2.486 3.017
H3 -4.029 -1.574 2.063
H4 -3.546 -3.816 3.985
H5 -2.942 -3.691 2.350
H6 -1.125 -3.333 4.015
H7 -2.029 -2.011 4.735
H8 -0.075 -1.636 2.943
H9 -1.397 -1.891 1.798
H10 -1.881 0.039 4.029
H11 -2.430 0.096 2.307
H12 0.347 0.812 3.297
H13 -0.106 0.444 1.618
H14 -0.138 2.950 2.675
H15 -1.829 2.533 2.898
H16 -1.453 1.635 0.314
H17 -2.099 3.210 0.807
H18 -0.392 3.420 -0.920
H19 -0.103 4.344 0.542
H20 1.251 1.748 0.768
H21 1.801 3.360 1.076
H22 3.041 2.074 -0.684
H23 2.582 3.678 -1.186
H24 0.673 2.681 -2.439
H25 2.209 1.917 -2.937
H26 -0.138 0.763 -1.494
H27 1.473 0.368 -0.761
H28 1.055 0.026 -3.687
H29 2.129 -0.883 -2.680
H30 -0.856 -1.145 -3.067
H31 0.375 -2.338 -3.301
H32 0.465 -1.511 -0.553
H33 -1.185 -1.837 -0.855
H34 2.305 -3.608 1.514
H35 1.034 -2.434 1.384
H36 2.373 -1.743 -0.899
H37 2.519 -0.957 1.594
H38 1.884 -5.663 0.872
H39 -0.734 -8.477 -0.732
H40 -1.189 -7.714 -4.197
H41 -1.368 -3.427 -3.398
H42 -2.088 -4.989 -3.277
H43 -2.899 -4.778 -0.316
H44 -3.797 -3.425 -0.121
H45 -4.985 -3.987 -2.141
H46 -4.047 -5.311 -2.408
H47 -4.026 -2.114 -2.894
H48 -3.474 -1.705 -1.427
C26 -1.882 6.068 -6.242
C27 -1.454 5.741 -4.821
O5 -0.397 4.801 -4.747
C28 0.825 5.192 -5.348
C29 1.444 6.428 -4.719
H49 -2.085 5.153 -6.801
H50 -2.782 6.683 -6.232
H51 -1.110 6.620 -6.780
H52 -2.290 5.284 -4.291
H53 -1.195 6.653 -4.273
H54 0.698 5.326 -6.427
H55 1.505 4.349 -5.215
H56 0.849 7.322 -4.914
H57 2.442 6.600 -5.123
H58 1.517 6.311 -3.636
C30 1.707 4.630 6.852
C31 2.124 3.203 6.540
O6 2.170 2.913 5.154
C32 3.088 3.666 4.382
C33 4.540 3.482 4.789
H59 0.780 4.880 6.334
H60 1.556 4.752 7.925
H61 2.465 5.350 6.540
H62 1.389 2.515 6.959
H63 3.083 2.965 7.013
H64 2.816 4.727 4.386
H65 2.955 3.309 3.359
H66 4.742 3.916 5.770
H67 5.198 3.968 4.069
H68 4.792 2.421 4.840

Löwdin atomic charge list, values in e, 4 entries: number 1, C, carries -0.0952; number 2, C, carries -0.2653; number 3, C, carries -0.2127; number 4, C, carries -0.2103

***

3.
Entry from OMol25: a cluster of 12 separate species, C33H69Br22IN3O3P2 in total (ωB97M-V with the def2-TZVPD basis set).

Results
Total charge: +1
LUMO energy, hartree: -0.12305
Frontier orbital gap, eV: 7.97
DFT total energy, eV: -1613557.518
HOMO energy, eV: -11.32

Element x y z (Å)
C1 4.234 -0.337 3.545
C2 3.528 -0.261 2.048
C3 2.304 0.831 2.162
C4 1.681 1.284 0.717
C5 0.188 0.695 0.381
C6 -0.896 0.875 1.641
C7 -2.365 0.427 1.001
P1 -3.784 1.085 2.091
P2 -4.793 -0.471 3.230
O1 -5.707 -1.327 2.254
O2 -3.571 -1.436 4.068
O3 -5.713 0.334 4.512
N1 -2.310 -1.075 0.839
C8 -0.945 -1.560 0.388
N2 -0.681 -2.934 0.475
C9 -1.719 -3.931 0.998
I1 -1.196 -5.936 0.172
C10 -1.780 -4.010 2.643
C11 -0.627 -3.110 3.395
N3 0.170 -0.713 -0.182
H1 3.950 0.678 4.101
H2 3.886 -1.274 4.162
H3 5.423 -0.317 3.472
H4 3.131 -1.295 1.667
H5 4.324 0.122 1.269
H6 2.768 1.817 2.649
H7 1.530 0.426 2.940
H8 2.421 0.856 -0.114
H9 1.651 2.473 0.650
H10 -0.252 1.391 -0.483
H11 -0.602 0.179 2.562
H12 -0.955 1.981 2.026
H13 -2.423 0.904 -0.088
H14 -4.807 1.590 1.168
H15 -2.720 -0.895 3.912
H16 -5.570 1.314 4.351
H17 -3.049 -1.414 0.151
H18 0.246 -3.359 0.190
H19 -2.785 -3.682 0.547
H20 -1.660 -5.141 2.998
H21 -2.892 -3.705 2.948
H22 -0.922 -1.976 3.320
H23 -0.564 -3.364 4.552
H24 0.441 -3.206 2.884
H25 1.073 -1.155 0.169
Br1 1.513 0.056 5.678
C12 2.427 1.737 6.055
C13 1.613 2.605 6.986
Br2 0.138 3.464 6.042
H26 2.637 2.210 5.093
H27 3.371 1.447 6.526
H28 2.219 3.428 7.375
H29 1.177 2.053 7.824
Br3 2.240 -3.701 -2.172
C14 0.868 -4.835 -2.968
C15 1.483 -5.936 -3.800
Br4 2.110 -5.257 -5.518
H30 0.203 -4.180 -3.538
H31 0.318 -5.253 -2.121
H32 0.735 -6.694 -4.050
H33 2.337 -6.420 -3.317
Br5 -3.762 2.953 -1.733
C16 -5.706 2.798 -1.693
C17 -6.353 4.120 -1.353
Br6 -6.210 4.507 0.553
H34 -5.948 2.001 -0.985
H35 -5.986 2.480 -2.701
H36 -7.427 4.087 -1.556
H37 -5.913 4.968 -1.885
Br7 5.089 -10.115 -6.684
C18 3.505 -9.419 -7.583
C19 2.778 -8.419 -6.714
Br8 1.756 -9.311 -5.312
H38 2.890 -10.280 -7.860
H39 3.881 -8.940 -8.491
H40 2.036 -7.867 -7.299
H41 3.446 -7.708 -6.219
Br9 -2.700 1.302 -6.195
C20 -2.104 3.144 -6.428
C21 -2.675 4.043 -5.356
Br10 -4.547 4.463 -5.709
H42 -2.384 3.446 -7.441
H43 -1.014 3.101 -6.354
H44 -2.164 5.010 -5.350
H45 -2.630 3.607 -4.354
Br11 8.700 -1.020 3.309
C22 9.296 0.822 3.077
C23 8.725 1.721 4.149
Br12 6.853 2.140 3.796
H46 9.016 1.123 2.064
H47 10.386 0.779 3.151
H48 9.236 2.688 4.155
H49 8.770 1.285 5.151
Br13 2.771 -0.458 10.290
C24 3.312 -1.654 8.849
C25 4.816 -1.711 8.721
Br14 5.510 -0.115 7.838
H50 2.811 -1.308 7.941
H51 2.912 -2.634 9.128
H52 5.118 -2.544 8.080
H53 5.331 -1.793 9.682
Br15 -4.211 7.209 -2.768
C26 -5.795 7.905 -3.666
C27 -6.522 8.905 -2.798
Br16 -7.544 8.013 -1.396
H54 -6.410 7.044 -3.943
H55 -5.419 8.384 -4.574
H56 -7.264 9.457 -3.382
H57 -5.854 9.616 -2.303
Br17 4.373 1.360 -5.086
C28 2.788 2.055 -5.984
C29 2.062 3.056 -5.116
Br18 1.040 2.164 -3.714
H58 2.174 1.194 -6.261
H59 3.164 2.535 -6.892
H60 1.320 3.607 -5.700
H61 2.730 3.767 -4.621
Br19 6.410 -3.129 1.568
C30 5.038 -4.262 0.771
C31 5.653 -5.364 -0.061
Br20 6.280 -4.685 -1.779
H62 4.373 -3.607 0.201
H63 4.488 -4.681 1.619
H64 4.905 -6.122 -0.311
H65 6.506 -5.847 0.422
Br21 -7.693 3.718 -4.237
C32 -9.636 3.563 -4.197
C33 -10.284 4.885 -3.857
Br22 -10.140 5.272 -1.950
H66 -9.879 2.766 -3.488
H67 -9.916 3.245 -5.205
H68 -11.358 4.852 -4.060
H69 -9.843 5.733 -4.388

Löwdin atomic charge list, values in e, 4 entries: number 1, C, carries -0.1798; number 2, C, carries -0.2401; number 3, C, carries -0.2285; number 4, C, carries -0.1392

***

4.
Entry from OMol25: a cluster of 10 separate species, C33H71ClINO13S in total (ωB97M-V with the def2-TZVPD basis set).

Results
LUMO energy, hartree: -0.01307
Frontier orbital gap, eV: 8.80
DFT total energy, eV: -94933.317
HOMO energy, eV: -9.15
SMILES: CC[C@H](I)c1ccc2c(c1)C(=O)N(CCCCS(=O)(=O)Cl)C2=O.CCO.CCO.CCO.CCO.CCO.CCO.CCO.CCO.CCO

Element x y z (Å)
C1 -1.468 -2.475 -2.746
C2 -3.018 -2.660 -2.430
C3 -3.800 -1.274 -2.352
I1 -3.934 -0.555 -4.438
C4 -3.103 -0.228 -1.394
C5 -2.371 -0.728 -0.222
C6 -1.648 0.153 0.707
C7 -1.687 1.565 0.405
C8 -2.459 2.075 -0.748
C9 -3.178 1.222 -1.663
C10 -2.287 3.624 -0.679
O1 -2.930 4.505 -1.156
N1 -1.059 3.807 0.105
C11 -0.028 3.776 -0.996
C12 1.178 2.787 -0.800
C13 1.905 2.685 -2.238
C14 3.450 2.413 -2.139
S1 3.984 1.553 -3.693
O2 5.262 0.859 -3.500
O3 3.011 0.564 -4.142
Cl1 4.214 2.937 -5.246
C15 -1.014 2.789 1.125
O4 -0.606 2.821 2.251
H1 -0.933 -2.661 -1.769
H2 -1.239 -1.415 -3.026
H3 -1.076 -3.223 -3.472
H4 -3.444 -3.179 -3.335
H5 -3.207 -3.303 -1.534
H6 -4.859 -1.494 -2.060
H7 -2.340 -1.827 -0.037
H8 -1.094 -0.228 1.588
H9 -3.722 1.659 -2.524
H10 -0.508 3.573 -1.987
H11 0.418 4.811 -1.042
H12 1.918 3.187 -0.051
H13 0.897 1.738 -0.542
H14 1.358 1.854 -2.769
H15 1.669 3.609 -2.839
H16 3.774 1.858 -1.226
H17 3.956 3.420 -2.194
C16 -7.415 -1.876 1.239
C17 -6.113 -1.396 0.633
O5 -6.301 -0.147 -0.030
H18 -8.177 -1.986 0.466
H19 -7.281 -2.834 1.743
H20 -7.796 -1.149 1.963
H21 -5.749 -2.114 -0.104
H22 -5.346 -1.272 1.405
H23 -6.615 0.485 0.627
C18 4.776 -0.756 1.453
C19 3.305 -0.393 1.505
O6 2.753 -0.381 0.193
H24 5.327 -0.044 0.834
H25 5.213 -0.765 2.454
H26 4.911 -1.740 1.003
H27 3.172 0.601 1.935
H28 2.746 -1.111 2.114
H29 2.866 -1.268 -0.177
C20 2.191 4.506 4.651
C21 1.613 3.701 5.796
O7 0.265 4.086 6.042
H30 2.155 5.574 4.878
H31 3.228 4.220 4.459
H32 1.611 4.354 3.736
H33 2.184 3.872 6.710
H34 1.637 2.630 5.569
H35 -0.236 3.923 5.233
C22 6.636 1.962 -7.972
C23 7.949 2.440 -8.562
O8 7.781 3.706 -9.193
H36 5.874 1.881 -8.750
H37 6.755 0.989 -7.491
H38 6.263 2.675 -7.233
H39 8.308 1.738 -9.315
H40 8.714 2.534 -7.784
H41 7.474 4.327 -8.523
C24 5.032 -4.657 -1.806
C25 4.565 -3.371 -1.154
O9 3.423 -3.614 -0.333
H42 4.234 -5.088 -2.414
H43 5.902 -4.480 -2.441
H44 5.295 -5.401 -1.049
H45 4.283 -2.639 -1.913
H46 5.356 -2.939 -0.535
H47 3.678 -4.254 0.341
C26 6.214 4.678 0.600
C27 5.066 4.348 1.535
O10 4.574 3.034 1.290
H48 5.893 4.606 -0.441
H49 6.590 5.686 0.784
H50 7.035 3.968 0.731
H51 4.238 5.043 1.390
H52 5.389 4.405 2.580
H53 5.308 2.424 1.431
C28 -8.522 -5.815 4.121
C29 -7.672 -5.168 3.044
O11 -7.020 -4.009 3.554
H54 -9.270 -5.112 4.491
H55 -9.032 -6.701 3.737
H56 -7.907 -6.108 4.976
H57 -8.293 -4.859 2.202
H58 -6.913 -5.867 2.676
H59 -6.465 -4.288 4.292
C30 -10.183 -4.441 -2.387
C31 -9.165 -3.981 -1.361
O12 -8.425 -2.870 -1.857
H60 -9.687 -4.721 -3.319
H61 -10.750 -5.298 -2.018
H62 -10.881 -3.634 -2.627
H63 -8.457 -4.781 -1.141
H64 -9.658 -3.688 -0.428
H65 -9.053 -2.161 -2.041
C32 2.569 -0.340 6.560
C33 4.066 -0.135 6.421
O13 4.360 1.238 6.185
H66 2.052 -0.008 5.658
H67 2.333 -1.392 6.735
H68 2.174 0.250 7.391
H69 4.453 -0.709 5.578
H70 4.589 -0.457 7.327
H71 4.025 1.741 6.936

Löwdin atomic charge list, values in e, 4 entries: number 1, C, carries -0.1285; number 2, C, carries -0.3256; number 3, C, carries -0.6160; number 4, I, carries 0.8286